[1]
Molecular formula: C26H52N4O2Si4V
Method: DFT, the ωB97M-V functional and the def2-TZVPD basis

- Relative energy (zero: lowest compared OMol25 entry of this formula, charge and spin): 12.9 kcal per mole
- <S²>: 2.14
- Kohn-Sham gap (alpha / beta): 0.253 / 0.240 Eh
- LUMO (alpha / beta): -3.218 / -3.341 eV
- Strongest force on any atom: 0.0301 hartree/bohr

```
! RIJCOSX wB97M-V def2-TZVPD def2/J DEFGRID3
* xyz 1 3
V -0.466 0.577 0.107
N 1.811 0.514 -0.141
C 2.385 0.822 1.151
C 3.688 1.162 1.351
C 4.182 1.384 2.660
C 3.363 1.248 3.741
C 1.996 0.919 3.558
C 1.076 0.811 4.633
C -0.232 0.537 4.386
C -0.644 0.370 3.045
N 0.180 0.465 2.032
C 1.514 0.725 2.259
H 1.970 -0.471 -0.353
H 2.281 1.042 -0.870
H 4.359 1.228 0.503
H 5.223 1.643 2.793
H 3.737 1.396 4.745
H 1.431 0.953 5.646
H -0.960 0.440 5.179
H -1.679 0.142 2.811
C -2.676 5.999 -0.814
C -1.558 5.941 0.215
N -0.578 4.874 -0.052
C 0.518 5.178 -0.975
C 0.235 4.763 -2.416
C -0.768 3.629 0.381
C -1.923 3.351 1.296
N 0.008 2.618 0.051
H -3.452 6.690 -0.483
H -3.127 5.018 -0.966
H -2.314 6.350 -1.780
H -1.955 5.804 1.218
H -0.999 6.876 0.237
H 1.427 4.703 -0.598
H 0.700 6.249 -0.906
H -0.154 3.745 -2.467
H 1.146 4.819 -3.012
H -0.505 5.413 -2.878
H -1.764 3.834 2.262
H -2.035 2.282 1.451
H -2.858 3.707 0.869
H 0.741 2.899 -0.591
C -2.144 0.590 -3.042
C -2.329 1.232 -1.706
O -2.673 2.374 -1.546
O -2.135 0.397 -0.615
H -3.114 0.558 -3.540
H -1.752 -0.417 -2.964
H -1.489 1.214 -3.651
C 1.302 -5.097 0.817
Si 1.301 -3.243 1.076
C 3.117 -2.759 0.993
C 0.726 -3.042 2.853
Si -0.078 -2.048 -0.428
Si 0.920 -2.492 -2.518
C 2.477 -1.451 -2.724
C -0.116 -2.134 -4.038
C 1.436 -4.283 -2.667
Si -2.201 -3.003 -0.183
C -2.182 -4.857 0.044
C -3.293 -2.624 -1.649
C -2.971 -2.259 1.359
H 1.849 -5.546 1.653
H 1.792 -5.411 -0.102
H 0.296 -5.515 0.818
H 3.658 -3.419 1.678
H 3.339 -1.736 1.299
H 3.533 -2.920 -0.004
H 1.544 -3.332 3.520
H -0.109 -3.721 3.045
H 0.407 -2.044 3.132
H 2.231 -0.393 -2.863
H 3.005 -1.773 -3.626
H 3.180 -1.543 -1.893
H -0.124 -1.079 -4.314
H -1.149 -2.473 -3.959
H 0.348 -2.683 -4.862
H 2.281 -4.522 -2.020
H 1.743 -4.483 -3.697
H 0.620 -4.965 -2.419
H -1.587 -5.367 -0.716
H -3.207 -5.231 -0.021
H -1.792 -5.138 1.024
H -2.867 -3.027 -2.570
H -3.448 -1.554 -1.777
H -4.271 -3.092 -1.509
H -2.293 -2.368 2.211
H -3.907 -2.767 1.610
H -3.194 -1.200 1.210
*
```

Here are the Mulliken charges for atoms 1 to 6, given in e: -0.16, 0.35, -0.12, -0.54, -0.90, -0.96


[2]
Molecular formula: C26H53B2Cl8N3O9
Method: DFT, the ωB97M-V functional and the def2-TZVPD basis

- Kohn-Sham gap: 0.304 Eh
- LUMO: 0.266 eV
- Strongest force on any atom: 0.0416 hartree/bohr
- Structure (SMILES): C=CC[C@@](CO[C@@](CCN)(CCCOC)B(O)O)(O[C@@](CCCC(=O)O)(COC)N=C(C)C)B(N)O.ClCCl.ClCCl.ClCCl.ClCCl

```
! RIJCOSX wB97M-V def2-TZVPD def2/J DEFGRID3
* xyz 0 1
C 0.694 2.287 4.578
C 0.109 2.195 3.387
C -0.064 0.892 2.651
C 0.597 0.870 1.252
C 1.568 -0.307 1.231
O 2.227 -0.268 -0.022
C 2.360 -1.521 -0.726
C 3.324 -1.168 -1.874
C 4.728 -0.767 -1.408
N 5.103 0.505 -2.059
C 2.914 -2.660 0.138
C 2.657 -4.078 -0.393
C 3.285 -4.417 -1.734
O 2.286 -4.384 -2.746
C 2.770 -4.152 -4.055
B 0.936 -1.867 -1.431
O -0.105 -2.541 -0.815
O 0.723 -1.460 -2.727
O -0.274 0.519 0.173
C -1.567 1.027 0.069
C -1.838 1.044 -1.445
C -0.884 1.917 -2.240
C -1.019 1.657 -3.767
C -1.547 2.876 -4.450
O -2.619 2.953 -4.980
O -0.690 3.950 -4.423
C -2.579 -0.020 0.683
O -1.996 -1.305 0.886
C -2.457 -1.875 2.101
N -1.747 2.348 0.596
C -2.749 3.118 0.666
C -2.776 4.427 -0.092
C -3.964 2.884 1.553
B 1.548 2.139 0.993
N 2.811 2.287 1.749
O 1.175 3.062 0.053
H 0.942 3.235 5.040
H 0.912 1.389 5.144
H -0.295 3.084 2.905
H 0.369 0.115 3.289
H -1.133 0.692 2.592
H 2.314 -0.191 2.022
H 1.013 -1.226 1.437
H 3.319 -1.924 -2.653
H 2.886 -0.279 -2.335
H 4.710 -0.624 -0.324
H 5.487 -1.490 -1.709
H 6.001 0.832 -1.728
H 4.400 1.206 -1.863
H 3.996 -2.559 0.272
H 2.503 -2.635 1.150
H 1.595 -4.324 -0.387
H 3.103 -4.753 0.344
H 4.118 -3.748 -1.969
H 3.719 -5.425 -1.692
H 2.449 -3.163 -4.396
H 3.861 -4.179 -4.103
H 2.355 -4.897 -4.737
H -0.472 -2.055 -0.060
H 0.089 -2.052 -3.148
H -2.894 1.244 -1.646
H -1.652 0.011 -1.764
H 0.122 1.619 -1.949
H -0.976 2.975 -2.001
H -0.029 1.445 -4.173
H -1.672 0.812 -3.970
H -0.946 4.572 -3.733
H -3.455 -0.117 0.035
H -2.901 0.334 1.664
H -3.543 -1.813 2.180
H -2.030 -1.347 2.963
H -2.132 -2.913 2.136
H -1.750 4.676 -0.365
H -3.398 4.299 -0.979
H -3.149 5.247 0.524
H -4.368 3.837 1.893
H -4.753 2.436 0.936
H -3.728 2.234 2.389
H 2.734 3.050 2.412
H 3.605 2.471 1.145
H 1.919 3.652 -0.113
Cl 6.585 -4.333 0.074
C 6.282 -5.562 1.305
Cl 4.806 -6.492 1.007
H 7.118 -6.250 1.308
H 6.186 -5.071 2.265
Cl -6.459 -2.088 4.046
C -7.031 -0.870 2.902
Cl -5.913 -0.662 1.546
H -7.991 -1.184 2.511
H -7.118 0.077 3.421
Cl 0.698 0.034 7.777
C -0.982 0.550 7.964
Cl -2.071 -0.325 6.881
H -1.287 0.364 8.986
H -1.043 1.607 7.730
Cl -6.950 2.368 -5.870
C -5.461 3.187 -6.376
Cl -5.701 4.929 -6.566
H -4.699 3.021 -5.627
H -5.153 2.777 -7.330
*
```

Here are the Mulliken charges for atoms 1 to 6, given in e: -0.90, -0.58, 0.04, 1.41, -2.25, -0.19


[3]
Molecular formula: C26H53Cl4IN5
Method: DFT, the ωB97M-V functional and the def2-TZVPD basis

- Kohn-Sham gap: 0.312 Eh
- LUMO: -3.225 eV
- Strongest force on any atom: 0.0850 hartree/bohr

```
! RIJCOSX wB97M-V def2-TZVPD def2/J DEFGRID3
* xyz 1 1
C 4.167 0.098 4.036
C 3.898 1.683 4.487
C 2.811 2.299 3.420
C 3.453 3.439 2.395
C 2.192 4.327 1.841
C 1.924 4.225 0.226
C 0.735 3.113 -0.056
C 1.483 1.734 -0.535
C 0.827 0.355 0.152
N 0.642 -0.619 -0.973
C -0.698 -1.097 -1.403
N -1.956 -0.570 -1.531
C -2.158 0.893 -1.223
C -3.249 1.657 -2.235
C -3.163 3.302 -2.128
C -3.128 3.845 -3.710
C -3.072 -1.539 -1.976
C -3.475 -2.614 -0.757
C -5.025 -3.142 -0.856
C -5.768 -3.014 0.621
N -6.664 -1.791 0.561
N -0.407 -2.567 -1.776
C -0.104 -2.864 -3.218
C 0.961 -1.881 -3.964
C 2.493 -2.449 -4.084
I 0.247 -1.689 -6.072
C 0.693 -3.237 -0.990
C 1.348 -1.840 -0.341
C 3.010 -1.873 -0.456
C 3.617 -2.443 0.957
N 3.281 -3.916 1.144
H 3.235 -0.587 4.256
H 4.351 0.057 2.863
H 5.141 -0.332 4.571
H 3.418 1.678 5.555
H 4.924 2.248 4.506
H 1.889 2.698 4.033
H 2.437 1.424 2.727
H 4.196 4.075 3.062
H 4.070 2.884 1.566
H 1.208 3.961 2.391
H 2.442 5.464 2.068
H 2.943 3.945 -0.301
H 1.546 5.234 -0.267
H -0.027 2.988 0.823
H 0.131 3.516 -1.001
H 2.605 1.792 -0.202
H 1.498 1.587 -1.717
H 1.594 0.052 0.983
H -0.186 0.613 0.728
H -1.167 1.544 -1.364
H -2.571 0.981 -0.111
H -4.317 1.364 -1.787
H -3.216 1.240 -3.328
H -2.205 3.685 -1.535
H -4.154 3.745 -1.667
H -3.462 4.962 -3.813
H -3.801 3.126 -4.373
H -2.014 3.651 -4.069
H -4.100 -0.970 -2.186
H -2.823 -2.107 -2.966
H -3.342 -2.073 0.290
H -2.721 -3.513 -0.890
H -5.651 -2.668 -1.734
H -4.963 -4.306 -1.099
H -4.965 -2.908 1.493
H -6.377 -3.998 0.882
H -7.463 -2.016 -0.089
H -7.018 -1.629 1.542
H 0.362 -3.963 -3.263
H -1.060 -2.931 -3.925
H 1.010 -0.780 -3.576
H 2.609 -2.914 -5.177
H 3.281 -1.553 -4.060
H 2.768 -3.312 -3.343
H 0.260 -4.032 -0.217
H 1.633 -3.682 -1.521
H 1.115 -2.055 0.810
H 3.400 -2.409 -1.420
H 3.342 -0.730 -0.548
H 3.214 -1.773 1.859
H 4.802 -2.342 1.014
H 3.268 -4.322 0.166
H 2.318 -4.027 1.551
C -0.463 1.519 6.049
Cl -0.562 1.752 4.286
Cl 0.147 -0.118 6.398
Cl 0.645 2.727 6.747
Cl -2.082 1.715 6.767
*
```

Here are the Mulliken charges for atoms 1 to 6, given in e: -0.71, -0.56, 0.83, -0.56, -0.51, -0.78


[4]
Molecular formula: C26H53F2N2O25S2Zn
Method: DFT, the ωB97M-V functional and the def2-TZVPD basis

- Kohn-Sham gap: 0.044 Eh
- LUMO: -10.100 eV
- Strongest force on any atom: 0.1473 hartree/bohr

```
! RIJCOSX wB97M-V def2-TZVPD def2/J DEFGRID3
* xyz 1 1
Zn -2.036 2.583 -0.517
N 1.332 1.171 -1.253
S 2.065 -0.204 -1.015
O 2.710 -0.189 0.343
O 2.707 -0.928 -2.088
F 0.724 -1.141 -0.776
S 2.739 2.022 -1.836
O 4.062 1.499 -1.532
O 2.644 3.508 -1.727
F 2.567 1.693 -3.413
C 3.949 -2.505 7.123
O 3.542 -1.986 8.360
C 3.359 -3.025 9.315
C 2.944 -2.353 10.687
O 1.619 -1.847 10.548
C 1.049 -1.514 11.783
C -0.272 -0.773 11.391
O -1.481 -1.573 11.394
C -1.396 -2.774 10.624
H 4.171 -1.618 6.529
H 3.147 -2.968 6.548
H 4.855 -3.109 7.168
H 4.203 -3.714 9.277
H 2.444 -3.549 9.039
H 3.644 -1.534 10.850
H 3.000 -3.031 11.539
H 1.674 -0.914 12.444
H 0.740 -2.396 12.344
H -0.124 -0.253 10.444
H -0.483 0.100 12.008
H -2.227 -3.466 10.763
H -0.562 -3.387 10.967
H -1.292 -2.614 9.550
C -1.109 6.392 -7.573
O -1.314 5.667 -6.371
C -1.579 6.265 -5.181
O -1.623 5.590 -4.157
O -1.826 7.536 -5.343
C -1.956 8.365 -4.215
H -0.029 6.491 -7.681
H -1.534 7.395 -7.613
H -1.474 5.820 -8.426
H -1.866 9.404 -4.531
H -1.027 8.209 -3.666
H -2.874 8.192 -3.653
C -2.903 -1.176 -5.082
O -3.929 -1.871 -4.352
C -4.372 -1.387 -3.181
O -3.936 -0.434 -2.524
O -5.292 -2.256 -2.713
C -5.994 -2.077 -1.485
H -1.972 -1.078 -4.525
H -3.232 -0.201 -5.440
H -2.765 -1.715 -6.019
H -6.268 -1.023 -1.444
H -5.349 -2.300 -0.635
H -6.946 -2.607 -1.468
C -1.656 7.366 3.241
O -0.263 7.158 3.537
C 0.298 6.012 3.133
O -0.263 5.189 2.417
O 1.552 6.040 3.555
C 2.442 4.979 3.540
H -2.093 8.220 3.759
H -2.294 6.488 3.341
H -1.784 7.739 2.225
H 1.797 4.102 3.492
H 3.143 4.932 4.373
H 3.012 5.072 2.615
C 4.355 3.902 -10.168
O 4.737 5.097 -10.824
C 4.381 5.350 -12.061
O 3.385 4.853 -12.606
O 5.261 6.263 -12.551
C 5.055 6.996 -13.754
H 3.322 3.575 -10.054
H 4.797 3.981 -9.174
H 4.775 3.022 -10.654
H 5.846 6.794 -14.476
H 4.976 8.042 -13.458
H 4.110 6.703 -14.213
C -1.521 -0.994 5.565
O -2.944 -0.699 5.517
C -3.496 0.100 4.577
O -2.915 0.367 3.504
O -4.678 0.461 4.898
C -5.317 0.190 6.170
H -1.088 -1.456 4.678
H -1.187 -1.539 6.448
H -1.041 -0.024 5.691
H -5.149 -0.822 6.539
H -6.383 0.391 6.063
H -4.860 0.741 6.993
C -1.603 -8.265 -2.108
O -1.702 -9.353 -2.978
C -1.037 -10.508 -2.648
O -0.437 -10.746 -1.636
O -1.191 -11.382 -3.645
C -0.880 -12.723 -3.438
H -2.252 -7.510 -2.549
H -0.554 -7.968 -2.092
H -1.904 -8.469 -1.080
H -1.239 -13.016 -2.451
H 0.193 -12.912 -3.454
H -1.370 -13.337 -4.194
C 1.628 -6.145 -6.219
C 2.130 -5.128 -7.157
N 2.551 -4.308 -7.866
H 1.080 -5.572 -5.471
H 2.335 -6.775 -5.679
H 1.095 -6.884 -6.816
*
```

Here are the Mulliken charges for atoms 1 to 6, given in e: 1.11, -0.14, 1.09, -0.43, -0.39, -0.26